Molecular formula: C38H30BaCl5N5O7Se2
Method: DFT, ωB97M-V/def2-TZVPD

The total charge is -2. As for the energy: -255680.5643 eV. The value obtained for the energy above the lowest of the compared OMol25 structures with the same formula, charge and spin is 46.7 kcal/mol. As for the max |F|: 3.93 eV/A.

Each line ends with the Löwdin charge.
Atoms and positions in Å:
Ba 0.371586 -0.234170 0.354379  2.18
C -4.330485 -0.357660 -0.916772  -0.05
C -4.987092 -0.600166 0.279068  -0.07
C -4.257470 -1.059549 1.362758  -0.02
C -2.883165 -1.251872 1.218725  -0.21
N -2.245515 -0.951311 0.087821  0.03
C -2.953073 -0.522639 -0.949363  -0.14
C -2.075399 -1.794153 2.337379  -0.22
C -2.604245 -2.727164 3.224568  -0.02
C -1.813641 -3.184292 4.266667  -0.06
C -0.536742 -2.673673 4.407881  -0.03
C -0.090607 -1.760866 3.463424  -0.10
N -0.829601 -1.343982 2.447800  0.03
H -4.859128 -0.031039 -1.802252  0.10
H -6.054517 -0.435508 0.368639  0.10
H -4.734884 -1.241213 2.315961  0.10
H -2.388814 -0.308055 -1.844999  0.06
H -3.605172 -3.114976 3.085601  0.10
H -2.187075 -3.932352 4.955582  0.10
H 0.111837 -2.989217 5.213042  0.09
H 0.908656 -1.344767 3.524761  0.11
N 1.888993 2.679205 0.255246  0.02
C 2.884295 3.119299 -0.705860  -0.28
C 3.295189 1.945518 -1.600498  -0.10
C 2.050222 1.252780 -2.168147  -0.67
O 1.646591 1.686122 -3.292817  -0.21
O 1.524600 0.337268 -1.509863  -0.37
H 1.564552 3.428629 0.852508  0.08
H 2.264793 1.948202 0.859810  0.04
H 3.795940 3.534051 -0.241355  0.10
H 2.446119 3.910278 -1.322944  0.11
H 3.844525 1.217846 -0.998602  0.12
H 3.912770 2.301998 -2.424888  0.10
Se -0.252671 0.620267 -4.092000  0.81
Se -2.395177 -0.306435 -4.915399  0.56
C -2.232569 -2.107616 -4.222947  -0.70
C -2.919089 -3.163831 -4.824032  -0.13
C -2.741334 -4.437158 -4.308990  -0.10
C -1.907773 -4.622936 -3.217079  -0.08
C -1.275968 -3.511065 -2.681134  -0.11
N -1.437172 -2.288637 -3.181198  0.03
C -1.020805 2.021227 -3.020256  -0.62
C -1.308588 3.252378 -3.601261  -0.11
C -1.636823 4.309140 -2.767653  -0.09
C -1.662851 4.099353 -1.397862  -0.06
C -1.398083 2.827296 -0.911336  -0.11
N -1.090972 1.805811 -1.712667  0.04
H -3.556125 -2.978212 -5.678795  0.08
H -3.239651 -5.282034 -4.770968  0.09
H -1.747512 -5.601579 -2.784237  0.09
H -0.610793 -3.589369 -1.828487  0.11
H -1.247019 3.364635 -4.673960  0.09
H -1.848448 5.288406 -3.181967  0.10
H -1.880735 4.905074 -0.708660  0.10
H -1.404377 2.607264 0.152629  0.09
Cl -0.561663 3.401713 6.415907  0.58
C 0.183308 2.477353 5.148058  -0.74
C 1.428665 1.918405 5.338449  -0.74
Cl 2.270950 2.127517 6.842886  0.59
C 2.011650 1.184103 4.289920  -0.61
Cl 3.566682 0.441922 4.536617  0.67
C 1.405024 0.995682 3.044268  -0.48
O 1.950938 0.323605 2.080243  -0.36
C 0.087808 1.589778 2.840840  -0.47
O -0.500721 1.433866 1.713352  -0.40
C -0.463077 2.302311 3.914757  -0.61
Cl -2.045325 2.990256 3.670920  0.62
C 3.955571 -2.564842 2.440857  -0.02
C 3.269672 -3.571264 3.322743  -0.17
C 3.173407 -3.319679 4.691264  -0.08
C 2.587299 -4.231997 5.546691  -0.69
Cl 2.497543 -3.878269 7.252776  0.62
C 2.066225 -5.422954 5.071519  -0.12
C 2.142408 -5.671289 3.714908  0.00
C 2.729385 -4.764976 2.837744  -0.25
O 2.815837 -5.176745 1.535936  -0.05
C 2.326089 -4.305984 0.513204  -0.09
C 1.025734 -3.543889 0.880676  -0.65
O 0.186784 -4.133293 1.563104  0.04
O 0.958408 -2.376663 0.388834  -0.39
H 4.586918 -1.913422 3.041329  0.06
H 3.223201 -1.931345 1.932078  0.07
H 4.570057 -3.062913 1.689120  0.08
H 3.564369 -2.391512 5.086355  0.08
H 1.594157 -6.123621 5.746752  0.10
H 1.721998 -6.572753 3.290030  0.12
H 2.105070 -4.965147 -0.329180  0.12
H 3.081024 -3.585905 0.194743  0.10

Cartesian forces, eV/Å:
Ba -1.5523 1.3165 -1.7234
C -0.0361 0.0467 0.0791
C 0.0560 -0.0744 -0.0434
C 0.0253 0.0093 -0.0347
C -0.3911 0.0439 -0.0173
N -0.6863 -0.3692 0.1030
C -0.1256 -0.0381 -0.1409
C 0.0538 -0.1753 0.3682
C -0.0477 -0.0328 -0.0331
C 0.0622 0.1052 -0.0170
C -0.0972 -0.0544 0.0112
C 0.0912 -0.1036 0.2144
N -0.6108 -0.4191 0.8584
H 0.0376 0.0508 -0.0068
H -0.0017 -0.0123 -0.0011
H 0.0175 -0.0178 0.0064
H 0.0000 -0.0117 -0.0657
H -0.0031 0.0179 -0.0421
H -0.0284 0.0126 -0.0002
H 0.0395 0.0059 -0.0109
H 0.0495 -0.0972 -0.0423
N 0.1761 0.0552 -0.0109
C 0.0758 0.0718 0.0100
C -0.3469 -0.0562 0.0862
C 0.3527 0.1303 -0.3924
O -0.0078 0.0167 0.2029
O 2.0076 0.8314 -2.8196
H -0.0113 0.0091 -0.0168
H -0.1102 0.0330 0.0317
H -0.0329 0.0175 -0.0764
H 0.0067 -0.0414 -0.0347
H 0.0355 -0.0026 -0.0371
H 0.0654 -0.0194 0.0355
Se -0.2109 -0.1937 -0.3688
Se 0.0704 -0.1201 0.0840
C 0.1415 0.2326 0.1465
C 0.0032 -0.0043 -0.0163
C -0.0917 0.0954 -0.1491
C 0.0856 -0.0726 0.1456
C -0.0885 0.0276 -0.1946
N 0.0823 0.0469 0.1536
C 0.0343 0.1132 0.2418
C -0.0410 -0.0467 0.0294
C -0.0023 -0.0505 -0.0083
C -0.0378 0.0593 0.0028
C -0.0663 0.0069 -0.0358
N -0.0004 0.0533 -0.0507
H 0.0042 -0.0355 -0.0195
H -0.0380 0.0060 0.0317
H -0.0053 -0.0010 -0.0142
H -0.0147 0.0085 0.0869
H 0.0365 0.0282 -0.0078
H -0.0017 -0.0036 -0.0054
H -0.0159 -0.0125 0.0066
H 0.0073 0.0204 0.0106
Cl -0.0648 0.0391 0.0365
C 0.1888 -0.0727 -0.0159
C -0.1251 0.0188 -0.0601
Cl 0.0295 -0.0056 0.0555
C -0.0658 0.0175 0.0565
Cl 0.1263 -0.0143 -0.0458
C 0.2301 0.2143 0.2699
O 0.8721 0.4145 1.2809
C -0.0415 0.2427 0.3365
O -0.8437 1.7901 1.5261
C -0.0876 0.0552 0.0587
Cl -0.0606 0.0185 -0.0716
C -0.0897 -0.0651 -0.0641
C 0.0048 0.0216 -0.0572
C -0.0229 -0.0121 0.0819
C 0.0184 -0.0334 -0.1690
Cl -0.0176 0.0354 0.1500
C 0.0198 0.0489 -0.0071
C -0.0469 -0.0644 -0.0742
C 0.0197 -0.1466 0.1864
O 0.0306 0.0499 -0.0100
C -0.1138 0.2625 0.0085
C 0.1831 -0.4424 -0.0803
O 0.0268 -0.0436 -0.0746
O 0.8648 -3.8358 0.1140
H -0.0120 0.0365 -0.0215
H 0.0755 0.0536 0.0004
H 0.0073 0.0063 0.0215
H 0.0133 0.0341 -0.0070
H 0.0079 -0.0150 -0.0044
H -0.0163 -0.0005 0.0025
H -0.0360 0.0459 -0.0080
H 0.0119 -0.0595 0.0754